The following is a DFT calculation (ωB97M-V/def2-TZVPD) of C23H25N3O6S in the gas phase.

Each line ends with the Mulliken charge.
Positions of all 58 atoms, in Å:
1 C -3.79 -2.39 1.73  -0.6682
2 O -3.17 -3.10 0.69  -0.4662
3 C -2.70 -2.41 -0.38  0.6181
4 C -2.10 -3.16 -1.39  -0.8023
5 C -1.56 -2.53 -2.50  -0.5173
6 C -1.61 -1.15 -2.61  -0.5703
7 C -2.21 -0.40 -1.61  -0.3926
8 N -2.17 1.00 -1.73  -0.1171
9 C -2.52 1.91 -0.78  0.4425
10 O -3.25 1.71 0.16  -0.5986
11 C -1.82 3.23 -0.99  -0.9653
12 S -0.02 2.83 -0.98  1.5578
13 O 0.71 3.92 -0.41  -0.7987
14 O 0.31 2.43 -2.33  -0.7112
15 C 0.12 1.38 0.02  0.6852
16 C 0.58 0.18 -0.44  -2.0448
17 N 0.48 -0.77 0.53  2.0067
18 C 0.91 -2.13 0.37  -0.3913
19 C 2.22 -2.19 -0.43  0.5720
20 O 2.25 -2.73 -1.52  -0.6898
21 N 3.30 -1.60 0.12  -0.0216
22 C 3.40 -0.92 1.39  -0.4958
23 C 3.78 0.55 1.16  -0.3544
24 O 4.98 0.64 0.42  -0.4423
25 C 4.86 0.00 -0.83  -0.4606
26 C 4.52 -1.48 -0.65  -0.7480
27 C -0.10 -0.19 1.64  -0.2807
28 C -0.45 -0.75 2.86  -1.1937
29 C -1.03 0.08 3.80  -0.7723
30 C -1.25 1.44 3.53  -0.7287
31 C -0.90 2.00 2.32  -0.4306
32 C -0.33 1.18 1.36  0.3985
33 C -2.77 -1.02 -0.50  -0.0227
34 H -3.11 -1.67 2.19  0.1636
35 H -4.08 -3.14 2.46  0.2453
36 H -4.69 -1.87 1.38  0.3567
37 H -2.06 -4.23 -1.29  0.4486
38 H -1.09 -3.11 -3.27  0.3900
39 H -1.17 -0.65 -3.46  0.4309
40 H -1.54 1.33 -2.45  0.3072
41 H -2.04 3.93 -0.19  0.4615
42 H -2.02 3.68 -1.97  0.5202
43 H 0.98 -0.05 -1.41  0.4657
44 H 0.17 -2.71 -0.19  -0.1624
45 H 1.04 -2.59 1.36  0.5456
46 H 2.47 -0.97 1.96  0.2135
47 H 4.20 -1.40 1.97  0.4124
48 H 3.96 1.06 2.11  0.3613
49 H 2.97 1.06 0.62  0.2037
50 H 5.82 0.12 -1.33  0.3618
51 H 4.07 0.49 -1.43  0.2525
52 H 4.36 -1.97 -1.62  0.4193
53 H 5.33 -1.98 -0.11  0.2953
54 H -0.29 -1.80 3.07  0.4973
55 H -1.32 -0.32 4.75  0.4911
56 H -1.70 2.05 4.30  0.4363
57 H -1.07 3.04 2.12  0.4902
58 H -3.23 -0.42 0.26  0.7962

Results
Energy above the lowest of the compared OMol25 structures with the same formula, charge and spin (kJ/mol): 84.56
Net charge: 0
Gap between HOMO and LUMO (eV): 8.9
SMILES: COc1cccc(NC(=O)CS(=O)(=O)c2cn(CC(=O)N3CCOCC3)c3ccccc23)c1
Spin multiplicity: 1
Highest occupied orbital energy (eV): -8.4

---

The following is a DFT calculation (ωB97M-V/def2-TZVPD) of C20H25NO3 in the gas phase at a distorted geometry.

Each line ends with the Mulliken charge.
Positions of all 49 atoms, in Å:
1 C -4.07 -6.58 -3.98  -1.1477
2 C -3.37 -6.66 -2.64  -0.1887
3 O -2.14 -5.88 -2.71  -0.2558
4 C -1.27 -6.02 -1.65  0.7015
5 O -1.48 -6.75 -0.68  -0.5758
6 C 0.01 -5.18 -1.59  -1.0809
7 C -0.20 -3.78 -0.97  0.5103
8 C -0.80 -2.80 -1.74  -0.1966
9 C -0.98 -1.50 -1.25  -0.8831
10 C -0.51 -1.11 0.02  0.4075
11 C -0.50 0.26 0.40  -0.0661
12 C -0.42 1.43 0.79  -0.9412
13 C -0.08 2.79 1.31  0.9834
14 C 0.87 2.82 2.52  -1.2935
15 N 1.90 3.90 2.38  -0.1999
16 C 2.83 3.59 1.30  -0.7139
17 C 2.03 3.43 0.02  -0.8715
18 C 0.54 3.75 0.23  -0.0781
19 C 0.54 5.21 0.81  -1.2543
20 C 1.19 5.21 2.24  0.2557
21 C 2.15 6.37 2.47  -0.9506
22 O 2.80 6.14 3.72  -0.5829
23 C 0.08 -2.07 0.79  -0.6573
24 C 0.29 -3.38 0.30  -0.4492
25 H -3.40 -7.05 -4.69  0.3106
26 H -5.07 -7.10 -3.99  0.3504
27 H -4.24 -5.52 -4.26  0.2978
28 H -3.19 -7.74 -2.38  0.2855
29 H -4.00 -6.25 -1.87  0.3119
30 H 0.39 -5.08 -2.62  0.3704
31 H 0.76 -5.72 -1.00  0.3921
32 H -1.17 -3.04 -2.74  0.3629
33 H -1.45 -0.75 -1.90  0.3803
34 H -1.06 3.17 1.69  0.4318
35 H 1.44 1.88 2.63  0.4047
36 H 0.27 2.96 3.43  0.3185
37 H 3.58 4.37 1.22  0.2418
38 H 3.38 2.64 1.54  0.3884
39 H 2.12 2.41 -0.35  0.3272
40 H 2.43 4.10 -0.76  0.4519
41 H 0.00 3.70 -0.72  0.5924
42 H -0.46 5.62 0.95  0.4055
43 H 1.08 5.83 0.09  0.4743
44 H 0.36 5.30 2.94  0.5394
45 H 2.88 6.44 1.67  0.3431
46 H 1.62 7.31 2.54  0.4019
47 H 3.06 5.23 3.77  0.3767
48 H 0.50 -1.78 1.74  0.4570
49 H 0.79 -4.12 0.95  0.3122

Results
Energy above the lowest of the compared OMol25 structures with the same formula, charge and spin (kJ/mol): 444.62
Net charge: 0
Gap between HOMO and LUMO (eV): 9.3
SMILES: CCOC(=O)Cc1ccc(C#C[C@H]2CN3CC[C@@H]2C[C@@H]3CO)cc1
Spin multiplicity: 1
Highest occupied orbital energy (eV): -8.6

---

The following is a DFT calculation (ωB97M-V/def2-TZVPD) of C3H5NO2 in the gas phase.

Each line ends with the Mulliken charge.
Positions of all 11 atoms, in Å:
1 H -2.84 -0.71 0.72  0.2436
2 N -1.85 -0.49 0.74  -0.6201
3 C -1.54 0.24 -0.25  0.1607
4 O -0.29 0.69 -0.49  -0.3213
5 C 0.74 0.24 0.38  -0.3273
6 C 1.89 -0.23 -0.49  0.0467
7 O 3.00 -0.45 -0.05  -0.4631
8 H -2.20 0.61 -1.03  0.3621
9 H 0.39 -0.58 1.01  0.3194
10 H 1.07 1.07 1.03  0.2798
11 H 1.63 -0.38 -1.55  0.3196

Results
Energy above the lowest of the compared OMol25 structures with the same formula, charge and spin (kJ/mol): 157.22
Net charge: 0
Gap between HOMO and LUMO (eV): 11.0
SMILES: [H]/N=C/OCC=O
Spin multiplicity: 1
Highest occupied orbital energy (eV): -10.1